(1)
The following is a DFT calculation (ωB97M-V/def2-TZVPD) of the ion C9H17N2O4 with charge +1 in a non-equilibrium geometry.

Values from the calculation:
highest occupied orbital energy (alpha / beta) = -10.5 / -14.1 eV
calculated total energy = -20767.9118 eV
LUMO level (alpha / beta) = -2.6 / -4.1 eV
<S²> = 2.02
spin multiplicity = 3
HOMO-LUMO gap (alpha / beta) = 7.911 / 9.976 eV
net charge = +1

Element x y z (Å)
C (1.16, 2.28, -3.39)
C (0.07, 1.18, -1.60)
C (-1.12, -0.49, -0.30)
C (2.50, -1.64, 2.43)
C (1.33, 0.41, 3.54)
C (-0.95, 1.02, -3.90)
C (-3.41, -1.03, -1.11)
C (0.74, -0.26, 1.41)
C (1.09, -0.84, 2.69)
N (-0.36, -0.63, 0.80)
N (0.06, 1.57, -2.90)
O (0.75, 1.59, -0.70)
O (-0.90, 0.22, -1.42)
O (0.05, -1.66, 3.21)
O (-2.25, -1.24, -0.22)
H (1.25, 2.43, -4.39)
H (1.71, 2.75, -2.63)
H (2.98, -1.19, 1.55)
H (3.05, -1.47, 3.36)
H (2.08, -2.60, 2.16)
H (1.58, 0.11, 4.58)
H (0.43, 1.07, 3.73)
H (2.02, 1.17, 3.05)
H (-0.90, 0.01, -4.02)
H (-0.69, 1.49, -4.85)
H (-1.93, 1.46, -3.54)
H (-3.08, -1.54, -1.96)
H (-3.71, -0.01, -1.27)
H (-4.19, -1.66, -0.65)
H (1.46, 0.45, 0.96)
H (-0.98, -1.28, 1.27)
H (0.18, -1.65, 4.11)


(2)
The following is a DFT calculation (ωB97M-V/def2-TZVPD) of an isolated molecule of C4H6O2.

Values from the calculation:
highest occupied orbital energy = -10.4 eV
calculated total energy = -8339.1950 eV
LUMO level = 1.1 eV
ΔE to the lowest compared entry with this formula, charge and spin = 122.2 kJ/mol
spin multiplicity = 1
HOMO-LUMO gap = 11.466 eV
structure (SMILES) = O=COC1CC1

Element x y z (Å)
O (2.38, -0.29, 1.23)
C (2.21, -0.02, 0.07)
O (1.03, 0.00, -0.57)
C (-0.12, -0.27, 0.21)
C (-1.36, -0.50, -0.57)
C (-1.18, 0.78, 0.22)
H (3.01, 0.21, -0.64)
H (0.09, -0.85, 1.11)
H (-1.27, -0.42, -1.65)
H (-2.06, -1.25, -0.22)
H (-0.97, 1.69, -0.33)
H (-1.76, 0.92, 1.13)


(3)
The following is a DFT calculation (ωB97M-V/def2-TZVPD) of a cluster of 2 separate species, CH6N2OS in total in a non-equilibrium geometry.

Values from the calculation:
highest occupied orbital energy = -9.4 eV
calculated total energy = -16993.3767 eV
LUMO level = 0.8 eV
ΔE to the lowest compared entry with this formula, charge and spin = 398.9 kJ/mol
spin multiplicity = 1
HOMO-LUMO gap = 10.177 eV

Element x y z (Å)
C (2.15, -0.61, -0.31)
N (-1.51, 1.66, -0.75)
N (2.39, -1.47, 0.52)
O (-1.99, -0.65, 0.53)
S (-2.46, 1.03, 0.16)
H (1.30, -0.46, -0.86)
H (3.00, 0.10, -0.74)
H (-1.76, 1.78, -1.74)
H (-2.69, -1.16, 0.99)
H (3.30, -1.47, 0.91)
H (-1.72, 1.26, 1.28)


(4)
The following is a DFT calculation (ωB97M-V/def2-TZVPD) of an isolated molecule of C3H11N2O2P in a non-equilibrium geometry.

Values from the calculation:
highest occupied orbital energy = -9.4 eV
calculated total energy = -19652.5136 eV
LUMO level = 0.7 eV
ΔE to the lowest compared entry with this formula, charge and spin = 290.6 kJ/mol
spin multiplicity = 1
HOMO-LUMO gap = 10.119 eV
structure (SMILES) = CCO[P@@](=N)(O)NC

Element x y z (Å)
C (-2.16, 0.01, -0.52)
C (-1.64, 0.70, 0.70)
O (-0.37, 0.37, 1.13)
P (1.21, 0.74, -0.10)
N (1.05, 2.05, -0.95)
O (2.34, 0.82, 0.93)
N (1.49, -0.80, -0.74)
C (1.27, -1.88, 0.30)
H (-1.83, -1.00, -0.27)
H (-3.18, 0.12, -0.70)
H (-1.71, 0.19, -1.47)
H (-2.40, 0.42, 1.47)
H (-1.79, 1.88, 0.54)
H (0.37, 1.95, -1.63)
H (2.45, 1.71, 1.15)
H (0.89, -0.96, -1.62)
H (1.49, -2.86, -0.07)
H (2.11, -1.59, 1.05)
H (0.41, -1.87, 0.77)


(5)
The following is a DFT calculation (ωB97M-V/def2-TZVPD) of an isolated molecule of C5H10O4 in a non-equilibrium geometry.

Values from the calculation:
highest occupied orbital energy = -10.0 eV
calculated total energy = -13535.8682 eV
LUMO level = 0.5 eV
ΔE to the lowest compared entry with this formula, charge and spin = 195.3 kJ/mol
spin multiplicity = 1
HOMO-LUMO gap = 10.472 eV
structure (SMILES) = CCOCCOC(=O)O

Element x y z (Å)
C (2.40, -0.85, 0.17)
C (2.11, 0.60, 0.55)
O (0.71, 0.86, 0.61)
C (0.13, 0.98, -0.65)
C (-1.35, 0.56, -0.59)
O (-1.69, 0.11, 0.73)
C (-2.92, -0.49, 0.71)
O (-3.95, 0.12, 0.93)
O (-2.88, -1.82, 0.53)
H (2.79, -1.37, 1.04)
H (3.09, -0.91, -0.65)
H (1.47, -1.33, -0.07)
H (2.54, 1.27, -0.19)
H (2.50, 0.84, 1.52)
H (0.61, 0.34, -1.38)
H (0.20, 2.00, -1.02)
H (-2.00, 1.39, -0.82)
H (-1.51, -0.26, -1.28)
H (-2.26, -2.05, -0.16)


(6)
The following is a DFT calculation (ωB97M-V/def2-TZVPD) of an isolated molecule of C27H24O6.

Values from the calculation:
highest occupied orbital energy = -8.2 eV
calculated total energy = -40673.4517 eV
LUMO level = 0.5 eV
ΔE to the lowest compared entry with this formula, charge and spin = 2.5 kJ/mol
spin multiplicity = 1
HOMO-LUMO gap = 8.711 eV
structure (SMILES) = CC[C@H](Oc1ccc2c(=O)c(-c3ccccc3OC)coc2c1)C(=O)OCc1ccccc1

Element x y z (Å)
C (6.43, -0.10, 2.32)
C (5.36, -1.12, 2.70)
C (4.10, -0.94, 1.86)
O (3.54, 0.32, 2.18)
C (2.36, 0.69, 1.61)
C (1.64, 1.68, 2.28)
C (0.43, 2.10, 1.80)
C (-0.11, 1.56, 0.62)
C (-1.43, 1.98, 0.14)
O (-2.11, 2.80, 0.72)
C (-1.83, 1.31, -1.11)
C (-3.14, 1.62, -1.70)
C (-4.26, 1.70, -0.88)
C (-5.50, 2.00, -1.39)
C (-5.64, 2.25, -2.74)
C (-4.54, 2.18, -3.58)
C (-3.28, 1.87, -3.07)
O (-2.15, 1.80, -3.83)
C (-2.22, 2.19, -5.18)
C (-0.99, 0.42, -1.69)
O (0.21, 0.05, -1.22)
C (0.64, 0.60, -0.06)
C (1.87, 0.17, 0.42)
C (3.06, -2.02, 2.23)
O (2.67, -2.20, 3.35)
O (2.65, -2.68, 1.16)
C (1.56, -3.61, 1.33)
C (0.25, -2.94, 1.00)
C (-0.30, -2.01, 1.89)
C (-1.48, -1.37, 1.58)
C (-2.14, -1.66, 0.40)
C (-1.60, -2.58, -0.49)
C (-0.41, -3.21, -0.19)
H (6.04, 0.91, 2.44)
H (7.30, -0.22, 2.96)
H (6.74, -0.24, 1.29)
H (5.73, -2.13, 2.56)
H (5.08, -1.00, 3.75)
H (4.33, -1.01, 0.79)
H (2.05, 2.08, 3.20)
H (-0.16, 2.85, 2.32)
H (-4.14, 1.52, 0.18)
H (-6.36, 2.05, -0.74)
H (-6.61, 2.49, -3.16)
H (-4.67, 2.38, -4.63)
H (-2.86, 1.52, -5.77)
H (-1.20, 2.12, -5.56)
H (-2.58, 3.22, -5.29)
H (-1.23, -0.09, -2.60)
H (2.39, -0.59, -0.14)
H (1.77, -4.43, 0.64)
H (1.57, -3.96, 2.36)
H (0.21, -1.80, 2.81)
H (-1.90, -0.65, 2.27)
H (-3.07, -1.17, 0.16)
H (-2.11, -2.80, -1.41)
H (0.02, -3.92, -0.89)


> Look up the spin multiplicity of the third one.

1